The following is a quantum chemistry calculation of a 7-piece molecular cluster, C51H94IN2O25P2S2 overall, from OMol25.

Structure (XYZ):
```
177
Properties=species:S:1:pos:R:3:forces:R:3
C -6.2287 -3.3638 1.5403 -2.119 -1.243 -0.980
S -4.4347 -3.9173 1.8076 0.031 -1.828 7.021
O -4.2634 -5.4340 2.0124 -0.969 3.538 -1.543
O -4.0042 -3.2436 3.1690 -2.273 -1.419 -3.634
P -3.0788 -3.0723 0.3114 4.154 2.341 -1.833
C -1.7483 -4.4123 0.3818 1.354 -2.463 1.120
C -2.0577 -5.8637 -0.2674 1.581 -1.645 0.465
C -1.4220 -6.0853 -1.8000 -3.229 1.614 0.001
I 0.4222 -7.2577 -1.8291 -0.926 0.640 -0.121
P -4.1946 -3.8075 -1.4581 -2.505 -0.400 0.230
N -5.2730 -4.9574 -1.1209 -0.471 0.769 -0.581
O -3.9974 -1.5814 0.0536 2.138 1.157 1.978
C -3.0941 -0.4661 0.4932 -1.932 2.309 1.292
C -2.6765 0.5855 -0.6989 -0.618 -1.041 -1.180
C -3.7534 0.3311 -1.9515 0.803 1.550 -0.177
C -3.4313 1.4033 -3.1877 -0.029 -0.308 0.639
C -4.2973 2.7943 -3.0184 0.551 -0.455 0.157
N -4.2446 3.6075 -4.3289 0.253 2.906 -5.059
C -4.7479 5.0198 -4.5901 1.050 0.112 -3.608
C -4.4899 5.4948 -6.1514 1.187 -4.136 2.022
C -3.7373 4.2534 -6.9243 -2.212 -0.006 7.047
C -3.6630 3.1727 -5.6856 -0.288 2.012 -2.035
C -1.9126 -0.9430 1.5764 -0.236 -2.455 -0.788
C -0.3650 -1.0574 0.9528 0.010 0.170 1.179
C 0.6682 0.0568 1.5745 0.992 -0.516 -1.469
C 1.9718 0.0955 0.5292 -0.076 -0.575 0.675
C 1.7185 1.2523 -0.6042 0.343 0.963 1.176
S 1.6897 0.6271 -2.3713 -3.522 -4.187 -4.554
O 2.1227 -0.8470 -2.5532 -0.230 5.424 1.663
O 0.2646 0.7820 -3.0281 5.357 0.785 2.947
O 2.7436 1.6119 -3.3417 -0.485 -0.607 2.743
C -2.0519 -0.2009 3.0648 -0.877 -0.478 0.157
C -2.2078 1.4284 2.9731 -1.056 -0.203 0.144
C -1.5499 2.2491 4.2508 1.352 0.522 -0.945
C -0.3815 3.2738 3.6321 3.208 2.622 -1.036
C 1.1609 3.3337 4.2719 -0.656 2.516 -3.292
C 2.3093 4.3395 3.5941 -3.068 0.088 -1.634
C 2.0040 5.3173 2.2906 -3.396 -2.910 1.932
C 0.4792 5.2840 1.6852 0.989 -2.369 3.047
C -0.6604 4.2885 2.3566 3.136 -0.124 1.326
O -2.2320 -2.4022 1.7214 0.083 2.802 -1.414
H -6.7617 -4.2867 1.0029 1.359 1.922 1.129
H -6.3361 -2.4645 0.7904 0.627 -1.632 1.763
H -6.8229 -3.2088 2.5520 1.812 -0.090 -1.927
H -2.1913 -2.4595 -0.6864 -0.031 0.090 0.035
H -1.4602 -4.5816 1.5277 -0.749 0.248 -2.489
H -0.7569 -3.9951 -0.1218 -2.181 -0.649 0.993
H -1.4486 -6.6549 0.3913 -1.482 1.661 -1.313
H -3.1706 -6.2349 -0.2163 2.050 1.118 -0.251
H -2.3122 -6.5956 -2.4100 2.434 0.688 1.064
H -1.2747 -5.0255 -2.3154 0.206 -2.386 1.094
H -4.9666 -2.6554 -1.9435 1.220 -0.638 0.005
H -3.2472 -4.1156 -2.4913 -0.088 0.319 0.205
H -6.2182 -4.5782 -1.3531 1.020 -0.657 0.093
H -3.8776 0.1884 1.1114 1.774 -1.288 -0.957
H -2.7683 1.7099 -0.3189 0.192 -2.418 -0.718
H -1.6119 0.4148 -1.1572 -1.907 0.318 1.007
H -4.8223 0.5702 -1.5357 1.866 -0.906 -0.906
H -3.6465 -0.7396 -2.4241 -0.341 2.119 1.407
H -2.2841 1.6907 -3.1421 -2.327 -0.691 -0.357
H -3.6720 0.8107 -4.1825 0.424 1.634 1.953
H -3.8031 3.4382 -2.1612 -0.964 -1.202 -1.819
H -5.4045 2.5684 -2.6795 2.140 0.485 -1.055
H -5.2557 5.7428 -3.7904 1.342 -2.197 -1.766
H -4.7614 6.5166 -6.6938 0.527 -2.412 1.772
H -3.3685 4.1438 -8.0366 -0.821 0.124 2.773
H -3.1888 2.1178 -5.9030 -1.196 2.355 1.098
H 0.0391 -2.1187 1.3202 -0.984 2.349 -0.774
H -0.3652 -1.1105 -0.2198 -0.088 0.400 2.236
H 1.0519 -0.3383 2.6151 -0.892 1.136 -1.997
H 0.2599 1.1542 1.5976 0.617 -2.182 0.384
H 2.0713 -1.0017 0.0724 -0.074 2.606 0.728
H 2.9769 0.3524 1.1132 -2.182 -0.489 -1.385
H 2.5852 2.0476 -0.5354 -1.770 -1.513 -0.306
H 0.6830 1.8219 -0.4374 2.229 -1.385 -0.656
H 3.4859 1.9800 -2.7716 -1.200 -0.753 -0.833
H -1.1854 -0.5314 3.8007 -1.541 0.713 -1.739
H -3.0576 -0.6038 3.5647 2.255 0.540 -1.284
H -3.3767 1.6679 3.0144 2.564 -0.508 -0.350
H -1.8036 1.7791 1.9246 -0.704 -0.394 2.286
H -0.9821 1.4980 4.9781 -1.321 1.690 -1.512
H -2.3659 2.8744 4.8530 1.899 -1.389 -1.387
H 1.4864 2.6829 5.2068 -0.880 1.478 -2.244
H 3.4144 4.3766 4.0269 -2.713 -0.225 -0.895
H 2.8616 5.9870 1.8304 -2.087 -1.552 1.090
H 0.1722 5.9595 0.7586 0.736 -1.630 2.250
H -1.7372 4.2878 1.8934 2.346 0.039 0.957
C -1.5611 -3.2837 6.8117 0.155 0.035 0.265
C -0.8922 -3.9943 5.6468 -1.005 -0.153 0.053
O 0.4790 -3.5969 5.5194 1.326 -0.429 0.668
C 1.3353 -4.1330 6.4245 -0.802 -0.171 0.108
O 1.0419 -4.9115 7.3178 0.577 0.973 -1.184
O 2.5709 -3.6272 6.1879 -0.743 -0.293 -0.009
C 3.5484 -4.0273 7.1450 0.435 -0.136 0.304
H -1.4495 -2.1990 6.7152 -0.129 -0.087 -0.133
H -2.6267 -3.5284 6.8529 0.154 0.050 -0.129
H -1.1089 -3.5669 7.7663 -0.053 -0.096 -0.102
H -1.3931 -3.7101 4.7160 0.319 0.026 0.018
H -0.9718 -5.0840 5.7362 0.191 0.223 0.092
H 3.5889 -5.1171 7.2412 -0.163 0.223 0.070
H 3.3344 -3.5612 8.1117 -0.026 -0.233 -0.043
H 4.5248 -3.6760 6.8001 -0.316 0.082 -0.169
C 0.1421 -1.7408 -4.6851 -0.155 -0.089 -0.231
C -0.6887 -2.9963 -4.8919 0.810 0.129 0.441
O -1.7160 -2.7795 -5.8676 -0.096 -0.172 -1.476
C -1.3066 -2.7574 -7.1606 0.556 0.127 0.577
O -0.1608 -2.9063 -7.5541 -1.551 0.120 0.326
O -2.3863 -2.5057 -7.9412 0.592 -0.228 0.508
C -2.0721 -2.3455 -9.3222 0.014 0.013 -0.459
H -0.5010 -0.8921 -4.4308 0.103 -0.265 0.117
H 0.8702 -1.8874 -3.8816 -0.334 0.014 -0.233
H 0.6866 -1.4670 -5.5932 0.005 -0.173 0.048
H -1.1907 -3.2544 -3.9541 -0.239 0.067 -0.316
H -0.0657 -3.8539 -5.1710 -0.150 0.169 -0.154
H -1.5101 -3.2035 -9.7050 0.033 0.234 0.153
H -1.5106 -1.4180 -9.4702 0.049 -0.237 -0.025
H -3.0112 -2.2739 -9.8779 0.042 -0.015 0.371
C 7.7572 -3.4106 3.3147 -0.021 0.283 -0.054
C 8.3402 -4.0744 4.5511 -0.624 -0.195 -0.364
O 9.4796 -3.3519 5.0351 0.089 0.873 0.791
C 9.2096 -2.2004 5.6993 -0.545 0.057 -0.288
O 8.1004 -1.7396 5.9169 1.542 -0.639 -0.164
O 10.3881 -1.6294 6.0508 -0.771 -0.583 -0.226
C 10.2467 -0.3494 6.6618 0.018 0.482 0.270
H 8.5273 -3.2850 2.5468 -0.074 -0.176 0.080
H 6.9403 -4.0108 2.9030 0.134 0.033 0.067
H 7.3678 -2.4141 3.5413 -0.018 -0.195 0.078
H 8.6884 -5.0788 4.2903 0.253 0.269 0.186
H 7.5903 -4.1882 5.3425 0.177 0.215 -0.081
H 9.5664 -0.3899 7.5184 0.010 0.001 -0.284
H 9.8961 0.3781 5.9232 -0.102 -0.114 0.191
H 11.2307 -0.0331 7.0188 -0.087 -0.316 -0.197
C 2.0644 -0.0034 12.9465 0.258 -0.021 -0.157
C 0.6559 -0.3626 12.5031 0.264 -0.148 0.530
O 0.4569 -0.0525 11.1180 0.133 -0.578 -0.750
C 1.0253 -0.9097 10.2337 0.416 -0.242 0.073
O 1.6760 -1.9038 10.5135 -0.927 1.309 -0.361
O 0.7754 -0.4523 8.9820 0.010 -0.250 1.192
C 1.4161 -1.2065 7.9562 0.207 -0.291 -0.545
H 2.2830 1.0449 12.7192 -0.139 -0.074 0.123
H 2.1838 -0.1656 14.0219 -0.069 0.039 -0.112
H 2.8139 -0.6055 12.4253 -0.185 -0.031 0.095
H -0.0639 0.2368 13.0694 -0.013 0.002 -0.406
H 0.4245 -1.4158 12.7002 0.140 0.138 -0.217
H 1.1737 -2.2712 8.0340 0.101 0.284 0.177
H 2.4985 -1.0518 8.0022 -0.128 -0.162 0.052
H 1.0553 -0.8414 6.9906 -0.076 0.074 0.327
C 1.3448 1.5319 -7.9041 0.235 0.130 -0.084
C 0.0597 1.1990 -8.6436 0.386 -0.481 0.527
O -0.3025 2.2512 -9.5469 0.277 0.216 -1.267
C 0.4184 2.3184 -10.6940 0.422 -0.334 0.437
O 1.3287 1.5714 -11.0153 -1.284 0.990 0.272
O -0.0237 3.3823 -11.4089 0.146 -0.744 0.488
C 0.7301 3.6324 -12.5925 0.195 0.125 -0.434
H 1.2589 2.5006 -7.4015 -0.130 -0.163 0.045
H 1.5711 0.7641 -7.1582 -0.107 0.089 -0.073
H 2.1941 1.6027 -8.5894 -0.152 -0.136 0.022
H -0.7575 1.1051 -7.9214 -0.037 0.257 -0.293
H 0.1327 0.2425 -9.1742 0.114 0.265 -0.054
H 0.7881 2.7400 -13.2238 0.105 0.114 0.233
H 1.7317 3.9848 -12.3275 -0.086 -0.208 -0.090
H 0.2242 4.4207 -13.1569 -0.097 -0.135 0.341
C 1.3435 4.6979 -4.4259 0.091 0.080 -0.236
C 0.0645 5.0538 -3.6863 0.139 -0.727 -0.318
O -0.0413 6.4699 -3.4918 -0.455 0.905 -0.582
C -0.3943 7.1909 -4.5852 0.107 -0.664 -0.603
O -0.6271 6.7433 -5.6967 0.310 0.773 1.641
O -0.4103 8.5019 -4.2393 -0.049 -0.820 -0.043
C -0.6597 9.3815 -5.3328 -0.130 0.338 -0.327
H 2.2145 5.1133 -3.9087 -0.089 -0.106 0.082
H 1.4584 3.6123 -4.4984 -0.060 0.130 0.086
H 1.3480 5.1100 -5.4389 -0.139 -0.075 0.115
H 0.0847 4.5972 -2.6917 -0.069 0.372 -0.016
H -0.8228 4.6672 -4.2009 0.134 0.219 -0.043
H -1.5795 9.1100 -5.8607 0.270 -0.086 0.036
H 0.1949 9.3760 -6.0164 -0.222 -0.093 -0.018
H -0.7776 10.3931 -4.9346 0.088 -0.307 0.198
```
Positions in Å, forces in eV/Å.

The largest force on an atom is 7.4 eV Å⁻¹. Its charge is -1. As for the spin multiplicity: 1. The total energy comes out at -5766.12651 Ha. As for the gap between HOMO and LUMO: 6.37 eV.

Atom charges from the Mulliken analysis, given in e for atoms 1 to 8:
1. C -0.7824
2. S 1.1176
3. O -0.7109
4. O -0.6657
5. P 0.7764
6. C 0.1086
7. C -0.6485
8. C -0.4033

***

The following is a quantum chemistry calculation of a 2-piece molecular cluster, C2HCl2NO3 overall, from OMol25.

Structure (XYZ):
```
9
Properties=species:S:1:pos:R:3:forces:R:3
O 0.6926 -0.5846 -0.2820 -2.044 1.371 -0.552
N -0.4495 -0.7012 -0.6162 0.667 -2.575 -0.461
C -1.4731 0.3655 -0.5752 1.271 2.883 -0.093
Cl -1.7913 0.6506 -2.2939 0.484 0.307 -0.350
Cl -2.8823 -0.3419 0.0548 -0.815 -0.482 1.232
H -1.1910 1.3744 -0.0988 -0.357 -1.660 -0.473
O 3.1574 -0.4171 0.4761 1.720 -0.541 -1.823
C 2.3305 -0.2769 1.2443 1.406 0.361 0.150
O 1.6066 -0.0689 2.0909 -2.331 0.336 2.371
```
Positions in Å, forces in eV/Å.

The largest force on an atom is 3.3 eV Å⁻¹. The value obtained for the energy above the lowest of the compared OMol25 structures with the same formula, charge and spin is 3.3 kcal per mole. As for the spin multiplicity: 1. The total energy comes out at -1277.59159 Ha. As for the gap between HOMO and LUMO: 8.95 eV.

Atom charges from the natural (NBO) analysis, given in e for atoms 1 to 8:
1. O -0.2599
2. N 0.1394
3. C -0.2166
4. Cl 0.0240
5. Cl 0.0796
6. H 0.2372
7. O -0.5105
8. C 1.0283

***

Q: Which value of gap between HOMO and LUMO does entry 1 give?
A: 6.37 eV